Computed, not measured: C26H57O22S6V as an isolated structure in a non-equilibrium geometry, with ωB97M-V with the def2-TZVPD basis set.

Computed properties:
- Total charge: 0
- Orbital gap: 7.386 eV
- E_HOMO: -8.699 eV

Each line ends with the Löwdin charge.
Positions of all 112 atoms, in Å:
O (4.89, -0.77, 1.52)  -0.339
V (3.76, -0.43, 2.59)  1.020
O (3.32, -1.83, 3.28)  -0.347
C (0.44, -1.57, 0.75)  -0.044
C (1.68, -0.71, 0.41)  -0.553
C (1.41, -0.03, -0.92)  -0.056
O (2.03, 0.21, 1.41)  -0.252
H (-0.42, -0.90, 0.89)  0.067
H (0.54, -2.01, 1.74)  0.077
H (0.22, -2.34, 0.01)  0.054
H (2.53, -1.38, 0.24)  0.100
H (0.65, 0.75, -0.94)  0.049
H (1.06, -0.74, -1.67)  0.081
H (2.32, 0.37, -1.38)  0.055
C (3.27, -4.95, -0.02)  -0.220
C (4.54, -4.26, 0.39)  -0.162
O (4.76, -4.50, 1.78)  -0.198
S (3.63, -5.51, 2.35)  0.687
O (3.05, -5.18, 3.63)  -0.225
O (4.14, -6.85, 2.16)  -0.243
O (2.54, -5.14, 1.17)  -0.185
H (3.40, -5.88, -0.58)  0.128
H (2.71, -4.38, -0.76)  0.130
H (4.46, -3.19, 0.23)  0.111
H (5.48, -4.62, -0.04)  0.137
O (-3.61, 2.66, -1.07)  -0.295
S (-3.19, 1.48, -0.37)  0.600
O (-2.35, 1.53, 0.80)  -0.261
O (-4.49, 0.59, -0.07)  -0.287
C (-5.57, 0.55, -1.05)  -0.244
C (-6.78, 0.06, -0.28)  -0.050
C (-2.46, 0.36, -1.59)  -0.089
H (-5.24, -0.06, -1.90)  0.112
H (-5.68, 1.53, -1.51)  0.110
H (-7.57, -0.25, -0.96)  0.079
H (-7.23, 0.87, 0.30)  0.083
H (-6.49, -0.74, 0.40)  0.065
H (-1.39, 0.54, -1.61)  0.034
H (-2.99, 0.63, -2.51)  0.068
H (-2.68, -0.66, -1.28)  0.045
O (-0.08, 3.29, 0.49)  -0.247
S (0.20, 3.70, -0.86)  0.597
O (-0.21, 2.92, -1.99)  -0.293
O (-0.37, 5.23, -0.95)  -0.275
C (-0.56, 5.83, -2.25)  -0.263
C (-0.70, 7.30, -1.90)  -0.068
C (1.95, 4.09, -1.08)  -0.104
H (-1.48, 5.41, -2.66)  0.122
H (0.24, 5.56, -2.94)  0.111
H (-0.90, 7.87, -2.81)  0.078
H (0.24, 7.62, -1.44)  0.078
H (-1.50, 7.56, -1.22)  0.083
H (2.15, 4.61, -2.01)  0.067
H (2.44, 3.13, -0.93)  0.059
H (2.14, 4.76, -0.25)  0.061
O (-3.80, -4.99, -2.56)  -0.283
S (-3.44, -4.25, -1.37)  0.624
O (-3.78, -2.85, -1.27)  -0.294
O (-4.10, -4.99, -0.08)  -0.271
C (-3.67, -6.33, 0.23)  -0.252
C (-4.27, -6.63, 1.60)  -0.062
C (-1.65, -4.34, -1.15)  -0.116
H (-2.58, -6.41, 0.21)  0.109
H (-4.02, -7.02, -0.54)  0.122
H (-3.72, -6.17, 2.42)  0.081
H (-4.16, -7.71, 1.75)  0.082
H (-5.33, -6.41, 1.67)  0.076
H (-1.18, -3.69, -1.87)  0.075
H (-1.40, -5.36, -1.45)  0.062
H (-1.33, -4.18, -0.12)  0.071
O (-2.17, -1.25, 2.76)  -0.276
S (-3.37, -0.73, 3.34)  0.622
O (-3.52, 0.68, 3.55)  -0.257
O (-4.64, -1.23, 2.44)  -0.259
C (-4.75, -2.64, 2.24)  -0.278
C (-5.87, -3.29, 3.11)  -0.049
C (-3.78, -1.58, 4.92)  -0.104
H (-3.82, -3.19, 2.39)  0.108
H (-5.02, -2.82, 1.20)  0.098
H (-6.79, -2.81, 2.78)  0.079
H (-5.79, -3.18, 4.18)  0.053
H (-5.95, -4.35, 2.86)  0.060
H (-3.46, -2.61, 4.92)  0.068
H (-4.86, -1.47, 5.01)  0.055
H (-3.39, -0.98, 5.74)  0.067
O (2.22, 3.41, 2.69)  -0.197
S (3.60, 3.11, 2.60)  0.679
O (4.15, 1.77, 2.34)  -0.362
O (4.13, 4.02, 1.32)  -0.254
C (5.48, 3.87, 0.90)  -0.288
C (5.57, 4.09, -0.61)  -0.056
C (4.49, 3.97, 3.86)  -0.097
H (5.96, 2.98, 1.30)  0.119
H (6.11, 4.64, 1.34)  0.115
H (6.63, 4.11, -0.86)  0.086
H (5.16, 5.04, -0.96)  0.086
H (4.96, 3.35, -1.14)  0.059
H (3.92, 4.87, 4.04)  0.087
H (5.56, 4.07, 3.67)  0.077
H (4.43, 3.28, 4.71)  0.079
C (3.56, 1.90, -3.74)  -0.106
C (2.34, 2.06, -4.38)  -0.095
C (2.18, 2.97, -5.41)  -0.080
C (3.31, 3.68, -5.84)  -0.095
C (4.49, 3.57, -5.13)  -0.109
C (4.64, 2.70, -4.06)  -0.099
H (3.63, 1.29, -2.85)  0.085
H (1.59, 1.32, -4.13)  0.106
H (1.27, 3.26, -5.92)  0.103
H (3.19, 4.39, -6.64)  0.099
H (5.27, 4.31, -5.30)  0.099
H (5.56, 2.62, -3.49)  0.095